DFT (ωB97M-V with the def2-TZVPD basis set) results for a single C4H2N2 molecule in a non-equilibrium geometry.

HOMO ... -11.047 eV
Electronic energy ... -263.06635 a.u.
Energy above the lowest of the compared OMol25 structures with the same formula, charge and spin ... 11.8 kcal per mole
HOMO-LUMO gap ... 10.1 eV
SMILES string ... C=C(C#N)C#N

Positions of all 8 atoms, in Å:
1 C -1.38 -0.88 -0.43
2 C -0.28 -0.19 -0.11
3 C -0.10 0.32 1.21
4 C 0.81 0.03 -1.09
5 H -1.55 -1.22 -1.45
6 H -2.06 -1.20 0.33
7 N -0.36 0.70 2.33
8 N 1.69 0.26 -1.81

---

DFT (ωB97M-V with the def2-TZVPD basis set) results for 2 unconnected molecules or ions with the total composition C8H12F3N2O in a non-equilibrium geometry.

HOMO (spin up / spin down) ... -10.234 / -13.650 eV
Electronic energy ... -795.95382 a.u.
Energy above the lowest of the compared OMol25 structures with the same formula, charge and spin ... 42.9 kcal per mole
HOMO-LUMO gap (spin up / spin down) ... 5.6 / 10.1 eV
Charge ... +1

Positions of all 26 atoms, in Å:
1 C 1.43 0.14 0.41
2 C -2.81 2.48 -0.27
3 C -3.15 1.07 -0.64
4 C 3.35 -1.11 0.37
5 C 3.00 -0.58 -1.02
6 C -2.13 1.17 0.37
7 C -0.81 0.93 -0.10
8 C -1.21 -2.18 -0.16
9 N 2.33 -0.46 1.23
10 N 0.15 0.58 0.76
11 O 1.78 0.15 -0.84
12 F -1.54 -1.77 1.11
13 F 0.17 -2.30 -0.09
14 F -1.72 -3.34 -0.41
15 H -2.14 2.89 -0.92
16 H -3.12 3.13 0.51
17 H -4.18 0.60 -0.51
18 H -2.90 0.90 -1.75
19 H 3.33 -2.25 0.36
20 H 4.36 -0.83 0.65
21 H 3.77 0.00 -1.44
22 H 2.75 -1.28 -1.79
23 H -2.46 0.92 1.37
24 H -0.54 0.89 -1.21
25 H 2.45 -0.53 2.31
26 H -0.16 0.80 1.69

---

DFT (ωB97M-V with the def2-TZVPD basis set) results for 2 unconnected molecules or ions with the total composition C3H11NSi in a non-equilibrium geometry.

HOMO (spin up / spin down) ... -9.388 / -7.578 eV
Electronic energy ... -464.96712 a.u.
Energy above the lowest of the compared OMol25 structures with the same formula, charge and spin ... 109.4 kcal per mole
HOMO-LUMO gap (spin up / spin down) ... 8.9 / 7.3 eV

Positions of all 16 atoms, in Å:
1 C -1.60 -0.57 0.46
2 C -1.93 1.29 -0.98
3 C 2.28 -1.19 0.64
4 N -1.29 0.88 0.23
5 Si 1.85 0.56 0.03
6 H -1.35 -1.37 -0.31
7 H -1.10 -0.76 1.38
8 H -2.71 -0.88 0.68
9 H -2.01 0.44 -1.64
10 H -2.96 1.74 -0.93
11 H -1.34 1.96 -1.49
12 H 3.32 -1.45 0.32
13 H 2.22 -1.38 1.76
14 H 1.55 -1.73 0.13
15 H 2.54 1.53 1.01
16 H 2.52 0.96 -1.27

---

DFT (ωB97M-V with the def2-TZVPD basis set) results for a molecular structure, C16H18FN3O6S2 in a non-equilibrium geometry.

HOMO ... -7.934 eV
Electronic energy ... -2131.82701 a.u.
Energy above the lowest of the compared OMol25 structures with the same formula, charge and spin ... 384.2 kcal per mole
HOMO-LUMO gap ... 6.3 eV

Positions of all 46 atoms, in Å:
1 C -5.87 -1.18 -0.39
2 H -5.26 -1.97 -1.05
3 O -5.23 0.19 -0.77
4 C -4.12 0.45 -0.33
5 C -3.17 -0.46 0.18
6 C -2.08 0.24 0.80
7 C -1.84 1.53 0.66
8 C -2.73 2.44 -0.30
9 C -3.95 1.86 -0.63
10 H -4.62 2.37 -1.04
11 H -2.57 3.66 -0.38
12 N -0.59 2.23 0.75
13 C 0.24 2.95 0.14
14 O -0.24 4.05 -0.46
15 C 1.69 3.03 0.42
16 H 2.06 4.02 0.70
17 C 2.42 2.10 -0.53
18 N 1.71 0.96 -0.87
19 S 1.75 -0.17 0.04
20 O 0.61 -1.10 -0.31
21 O 1.45 0.13 1.38
22 C 3.11 -0.98 0.03
23 C 4.37 -0.51 0.57
24 C 5.53 -1.22 0.52
25 C 5.65 -2.20 -0.74
26 C 4.60 -2.80 -1.16
27 C 3.32 -2.36 -0.96
28 H 2.44 -2.34 -1.47
29 H 4.49 -3.72 -1.68
30 H 6.63 -2.92 -0.57
31 H 6.47 -0.79 0.81
32 F 4.29 0.42 1.19
33 H 0.91 1.16 -1.42
34 H 2.39 2.75 -1.51
35 H 3.38 1.96 -0.29
36 H 1.92 2.76 1.54
37 H 0.08 1.48 1.23
38 H -1.30 -0.25 1.54
39 S -3.20 -2.03 0.51
40 O -4.20 -2.41 1.60
41 O -3.25 -2.72 -0.66
42 N -1.79 -2.31 1.31
43 H -1.73 -3.37 1.47
44 H -0.97 -2.39 0.41
45 H -5.97 -1.37 0.52
46 H -6.81 -1.18 -0.79